#one
198
Properties=species:S:1:pos:R:3 method="wB97M-V/def2-TZVPD" total_charge=0 lumo_energy_ha=-0.0064
C -2.38 1.70 -5.05
C -1.01 1.02 -5.14
C -1.10 -0.49 -4.96
O -0.45 1.27 -6.43
H -2.81 1.48 -4.08
H -3.23 1.44 -5.68
H -2.31 2.79 -4.97
H -0.33 1.37 -4.36
H -1.67 -1.08 -5.67
H -1.52 -0.65 -3.96
H -0.10 -0.91 -5.02
H -0.68 2.12 -6.81
C 1.63 2.97 -1.53
C 2.02 4.28 -2.20
C 1.72 5.44 -1.28
O 3.39 4.26 -2.56
H 2.26 2.94 -0.64
H 1.83 2.17 -2.24
H 0.56 2.95 -1.32
H 1.46 4.40 -3.12
H 0.65 5.61 -1.15
H 2.07 6.35 -1.77
H 2.28 5.33 -0.35
H 3.84 3.79 -1.86
C -3.04 -2.10 -1.91
C -4.34 -1.35 -2.19
C -4.10 -0.07 -2.99
O -5.20 -2.24 -2.92
H -2.37 -1.58 -1.21
H -2.39 -2.31 -2.76
H -3.31 -3.06 -1.47
H -4.82 -1.06 -1.26
H -3.57 -0.24 -3.93
H -3.60 0.74 -2.47
H -5.08 0.31 -3.31
H -6.03 -2.35 -2.45
C 1.85 -3.38 -1.59
C 1.83 -2.49 -2.84
C 3.13 -1.63 -2.76
O 1.85 -3.37 -3.96
H 1.68 -2.85 -0.65
H 2.68 -4.08 -1.51
H 0.93 -3.96 -1.58
H 0.97 -1.83 -2.94
H 3.22 -1.02 -1.87
H 3.25 -1.00 -3.64
H 4.00 -2.28 -2.67
H 1.69 -2.78 -4.70
C -2.96 5.37 0.94
C -3.37 4.16 0.05
C -3.85 2.97 0.78
O -4.40 4.49 -0.86
H -3.81 5.83 1.46
H -2.36 6.07 0.36
H -2.39 5.06 1.81
H -2.50 3.82 -0.51
H -3.10 2.70 1.53
H -3.96 2.18 0.03
H -4.84 3.11 1.20
H -5.11 4.91 -0.37
C -0.91 -0.92 4.50
C -1.01 0.25 3.49
C 0.34 0.86 3.29
O -1.47 -0.15 2.24
H -0.89 -0.73 5.58
H -0.03 -1.50 4.22
H -1.68 -1.65 4.26
H -1.61 1.04 3.94
H 0.24 1.88 2.91
H 0.99 0.32 2.60
H 0.89 0.91 4.23
H -1.08 0.29 1.48
C -4.38 4.20 -4.55
C -4.37 3.90 -3.02
C -3.84 2.51 -2.73
O -3.52 4.80 -2.36
H -4.93 3.44 -5.09
H -3.36 4.17 -4.95
H -4.79 5.20 -4.61
H -5.32 4.08 -2.52
H -2.90 2.39 -3.28
H -4.50 1.71 -3.04
H -3.74 2.45 -1.64
H -3.73 4.87 -1.42
C 1.98 5.04 1.79
C 0.57 4.49 1.94
C -0.17 4.33 0.55
O 0.60 3.17 2.53
H 2.30 5.25 2.81
H 2.05 5.97 1.22
H 2.62 4.24 1.44
H -0.07 5.20 2.47
H 0.31 3.53 -0.01
H 0.06 5.23 -0.01
H -1.24 4.19 0.69
H 0.42 3.40 3.44
C -3.79 1.05 2.20
C -3.74 -0.09 3.18
C -5.17 -0.59 3.59
O -3.02 -1.12 2.54
H -4.27 0.71 1.29
H -2.80 1.41 1.91
H -4.33 1.89 2.64
H -3.08 0.12 4.02
H -5.80 -0.94 2.78
H -5.58 0.23 4.17
H -5.02 -1.43 4.26
H -2.13 -0.84 2.32
C 3.86 -4.02 -0.16
C 5.26 -3.49 0.27
C 5.81 -2.46 -0.87
C 4.95 -1.24 -0.81
C 5.20 -0.48 0.51
C 4.73 -1.40 1.77
N 5.13 -2.81 1.62
O 4.81 -3.72 2.62
C 5.42 -0.79 2.99
C 3.16 -1.18 1.93
C 6.26 -4.71 0.40
H 3.86 -4.40 -1.18
H 3.53 -4.83 0.47
H 3.02 -3.32 -0.24
H 6.85 -2.16 -0.72
H 5.63 -2.83 -1.88
H 5.34 -0.65 -1.64
H 3.88 -1.35 -0.95
H 4.56 0.39 0.35
H 6.27 -0.28 0.58
H 5.25 0.28 3.11
H 6.50 -0.88 3.09
H 4.97 -1.17 3.91
H 2.87 -0.21 2.31
H 2.75 -1.94 2.60
H 2.64 -1.29 0.98
H 5.76 -5.65 0.65
H 6.90 -4.78 -0.48
H 6.95 -4.52 1.22
H 5.71 -3.83 2.94
C -1.80 2.71 -0.79
C -1.16 1.33 -0.83
C -0.51 1.19 -2.22
C 0.51 0.02 -2.35
C 1.66 0.28 -1.34
C 1.10 0.44 0.15
N -0.10 1.30 0.22
O -0.47 1.45 1.55
C 0.78 -1.00 0.68
C 2.22 1.08 1.01
C -2.31 0.21 -0.57
H -2.68 2.73 -1.43
H -1.15 3.53 -1.09
H -2.09 3.00 0.22
H -1.25 0.92 -2.98
H 0.00 2.09 -2.57
H 0.96 -0.04 -3.34
H -0.03 -0.92 -2.21
H 2.19 1.20 -1.59
H 2.49 -0.43 -1.30
H 0.17 -1.06 1.58
H 0.30 -1.64 -0.06
H 1.74 -1.48 0.89
H 3.21 0.64 0.88
H 2.37 2.14 0.79
H 1.94 1.09 2.06
H -2.81 0.37 0.38
H -1.90 -0.81 -0.60
H -3.05 0.28 -1.37
H -0.03 2.28 1.73
C 0.76 -5.11 -0.09
C 0.62 -4.14 1.05
C -0.53 -3.27 0.61
C -1.04 -2.44 1.80
C -1.49 -3.36 2.94
C -0.27 -4.18 3.38
N 0.30 -4.91 2.28
O 1.30 -5.83 2.72
C 0.66 -3.25 4.22
C -0.90 -5.17 4.41
C 1.88 -3.23 1.18
H 1.63 -5.72 0.14
H 1.04 -4.61 -1.02
H -0.15 -5.69 -0.22
H -0.16 -2.57 -0.14
H -1.32 -3.88 0.17
H -1.90 -1.83 1.55
H -0.27 -1.71 2.04
H -2.36 -3.96 2.66
H -1.92 -2.68 3.67
H 0.92 -2.29 3.78
H 0.25 -2.99 5.20
H 1.61 -3.77 4.30
H -1.46 -4.67 5.20
H -1.62 -5.83 3.93
H -0.09 -5.75 4.87
H 2.69 -3.73 1.70
H 1.63 -2.28 1.65
H 2.28 -3.09 0.18
H 2.02 -5.24 2.95

#two
198
Properties=species:S:1:pos:R:3 method="wB97M-V/def2-TZVPD" total_charge=0 lumo_energy_ha=0.0088 smiles=CC1(C)CCCC(C)(C)N1O.CC1(C)CCCC(C)(C)N1O.CC1(C)CCCC(C)(C)N1O.CC(C)O.CC(C)O.CC(C)O.CC(C)O.CC(C)O.CC(C)O.CC(C)O.CC(C)O.CC(C)O
C -4.39 -3.30 25.06
C -3.46 -2.24 25.38
C -4.16 -1.01 25.99
O -2.47 -2.72 26.35
H -4.81 -3.66 26.00
H -3.90 -4.16 24.64
H -5.21 -3.02 24.43
H -2.97 -1.80 24.50
H -4.57 -1.30 26.95
H -5.01 -0.76 25.35
H -3.48 -0.19 26.14
H -1.96 -3.44 25.97
C -8.71 -9.30 27.80
C -9.74 -8.40 28.41
C -11.02 -8.42 27.60
O -9.90 -8.94 29.75
H -7.86 -9.43 28.47
H -8.43 -8.95 26.80
H -9.27 -10.23 27.62
H -9.29 -7.42 28.45
H -11.83 -7.92 28.21
H -11.45 -9.42 27.38
H -10.86 -7.83 26.69
H -10.48 -8.40 30.30
C -1.88 -7.78 27.00
C -2.95 -7.11 26.27
C -4.10 -8.05 26.00
O -3.51 -6.03 27.08
H -2.36 -8.09 27.95
H -1.01 -7.12 27.14
H -1.59 -8.68 26.48
H -2.66 -6.71 25.31
H -3.79 -8.79 25.26
H -4.91 -7.44 25.57
H -4.50 -8.61 26.87
H -2.85 -5.61 27.64
C -8.35 -3.08 26.32
C -9.13 -4.05 27.28
C -10.65 -4.01 27.01
O -8.68 -5.36 27.06
H -7.35 -3.27 26.64
H -8.53 -2.01 26.55
H -8.52 -3.23 25.25
H -8.87 -3.80 28.32
H -11.17 -4.67 27.68
H -10.86 -4.36 26.00
H -11.09 -3.03 27.10
H -7.77 -5.47 27.42
C -10.53 -11.08 21.15
C -10.58 -10.62 19.72
C -9.59 -9.52 19.40
O -10.18 -11.83 19.04
H -11.03 -12.04 21.29
H -10.83 -10.32 21.86
H -9.47 -11.20 21.31
H -11.57 -10.22 19.41
H -9.84 -8.59 19.89
H -9.69 -9.28 18.33
H -8.57 -9.84 19.73
H -10.14 -11.69 18.07
C -5.57 -7.28 29.67
C -6.03 -5.85 29.46
C -5.05 -4.89 30.06
O -6.18 -5.54 28.12
H -4.49 -7.36 29.46
H -6.09 -7.96 29.02
H -5.78 -7.56 30.70
H -7.03 -5.76 29.93
H -4.10 -5.08 29.61
H -4.94 -4.90 31.15
H -5.34 -3.89 29.75
H -5.38 -5.85 27.63
C -3.94 -2.16 18.69
C -4.09 -2.50 20.13
C -5.35 -3.26 20.41
O -3.07 -3.33 20.69
H -4.17 -3.05 18.11
H -2.89 -1.85 18.45
H -4.68 -1.41 18.40
H -4.14 -1.57 20.75
H -5.40 -3.53 21.47
H -5.33 -4.19 19.85
H -6.27 -2.70 20.12
H -2.26 -2.81 20.70
C -13.03 -4.71 22.45
C -12.14 -5.51 23.33
C -12.16 -6.96 22.91
O -10.90 -4.89 23.23
H -14.06 -5.00 22.63
H -12.77 -4.89 21.40
H -12.85 -3.69 22.73
H -12.54 -5.41 24.36
H -13.13 -7.43 23.06
H -11.46 -7.62 23.44
H -11.97 -7.03 21.84
H -10.24 -5.48 23.67
C -8.30 -7.31 22.51
C -7.88 -6.85 23.92
C -7.07 -5.52 23.82
O -9.12 -6.69 24.61
H -7.51 -7.58 21.80
H -8.76 -6.42 22.10
H -8.97 -8.18 22.58
H -7.28 -7.61 24.45
H -6.11 -5.76 23.33
H -6.86 -5.09 24.83
H -7.71 -4.74 23.27
H -8.91 -6.29 25.47
C -8.93 -5.79 17.31
C -7.49 -6.18 17.40
C -7.16 -6.44 18.84
C -5.75 -6.96 19.04
C -5.76 -8.34 18.30
C -6.00 -8.23 16.83
N -7.31 -7.43 16.65
O -7.66 -7.26 15.34
C -4.83 -7.62 15.98
C -6.35 -9.60 16.31
C -6.64 -4.98 16.84
H -9.55 -6.55 17.82
H -9.11 -4.86 17.85
H -9.27 -5.71 16.29
H -7.37 -5.50 19.36
H -7.89 -7.17 19.21
H -4.93 -6.29 18.79
H -5.68 -7.19 20.13
H -6.61 -8.92 18.70
H -4.84 -8.93 18.48
H -4.21 -6.97 16.64
H -5.08 -7.07 15.10
H -4.13 -8.42 15.68
H -6.82 -9.45 15.33
H -7.07 -10.12 16.97
H -5.46 -10.24 16.24
H -6.73 -4.89 15.74
H -6.94 -4.06 17.30
H -5.61 -5.05 17.10
H -7.06 -6.57 15.03
C -6.16 -13.13 24.34
C -7.14 -12.32 23.51
C -7.07 -10.84 23.75
C -5.87 -10.14 23.19
C -5.91 -10.41 21.71
C -5.80 -11.90 21.39
N -7.01 -12.50 22.04
O -7.04 -13.87 21.80
C -6.05 -12.04 19.88
C -4.39 -12.50 21.68
C -8.59 -12.74 23.89
H -6.60 -13.47 25.31
H -5.27 -12.58 24.65
H -5.82 -14.03 23.85
H -7.97 -10.39 23.39
H -7.13 -10.67 24.85
H -4.91 -10.49 23.61
H -5.94 -9.08 23.49
H -5.12 -9.86 21.17
H -6.85 -10.00 21.37
H -5.50 -11.30 19.26
H -5.88 -13.07 19.47
H -7.12 -11.83 19.72
H -3.78 -11.98 20.96
H -4.07 -12.24 22.68
H -4.37 -13.57 21.50
H -8.82 -13.77 23.60
H -9.24 -12.10 23.31
H -8.78 -12.63 24.98
H -7.89 -13.98 21.36
C -0.09 -9.71 21.54
C -0.24 -8.85 22.83
C 0.58 -7.61 22.82
C 0.20 -6.58 21.83
C -1.25 -6.17 22.18
C -2.23 -7.31 22.15
N -1.65 -8.36 23.05
O -2.51 -9.48 23.28
C -3.52 -6.81 22.67
C -2.50 -7.82 20.71
C 0.18 -9.67 24.04
H -0.98 -10.17 21.15
H 0.70 -10.45 21.73
H 0.22 -9.07 20.73
H 0.46 -7.20 23.83
H 1.67 -7.82 22.79
H 0.27 -6.96 20.80
H 0.84 -5.70 21.92
H -1.70 -5.41 21.52
H -1.33 -5.70 23.13
H -4.24 -7.55 23.00
H -3.30 -6.10 23.50
H -4.02 -6.18 21.90
H -1.60 -8.15 20.20
H -3.27 -8.61 20.72
H -2.80 -6.94 20.14
H -0.31 -10.63 24.17
H 0.09 -9.10 24.97
H 1.26 -9.82 23.90
H -2.63 -9.90 22.43

Tell me which of them is the least stable. Sure, it is #one.